Record 1
DFT (the ωB97M-V functional and the def2-TZVPD basis) results for a molecular structure, C12H11O5OsSTe.

Each line ends with the Löwdin charge.
Atoms and positions in Å:
1 Os 0.559 0.628 0.434  1.246
2 O 2.797 1.150 -2.818  0.204
3 C 1.998 0.604 -2.128  -0.521
4 O 2.059 0.599 -0.771  -0.209
5 C 0.812 -0.161 -2.682  -0.083
6 C 0.502 -1.411 -1.858  -0.207
7 C -0.462 -2.310 -2.622  -0.062
8 C -1.794 -1.506 -2.537  -0.060
9 C -1.382 -0.295 -1.704  -0.227
10 O -0.384 -0.884 -0.796  -0.281
11 C -0.545 0.639 -2.563  -0.087
12 C -0.401 2.013 -1.933  -0.511
13 O -0.420 3.016 -2.570  0.205
14 O -0.291 2.023 -0.572  -0.213
15 H 1.073 -0.382 -3.714  0.173
16 H 1.365 -1.906 -1.424  0.172
17 H -0.555 -3.268 -2.115  0.128
18 H -0.128 -2.483 -3.641  0.134
19 H -2.566 -2.077 -2.027  0.128
20 H -2.171 -1.205 -3.511  0.133
21 H -2.175 0.178 -1.133  0.169
22 H -0.993 0.814 -3.537  0.173
23 Te -0.808 -0.415 2.262  1.131
24 C -0.183 0.261 4.090  -1.033
25 C 0.805 1.157 4.434  -0.224
26 C 0.973 1.260 5.827  -0.160
27 C 0.111 0.450 6.515  -0.383
28 S -0.899 -0.444 5.489  0.967
29 H 1.380 1.719 3.711  0.100
30 H 1.697 1.898 6.310  0.118
31 H 0.026 0.339 7.585  0.084

* orbital gap (alpha / beta): 5.5607 / 5.5711 eV
* spin multiplicity: 1
* net charge: +1
* LUMO (alpha / beta): -6.512 / -6.502 eV

---

Record 2
DFT (the ωB97M-V functional and the def2-TZVPD basis) results for a molecular structure, C12H12BF2N2O5S.

Each line ends with the Löwdin charge.
Atoms and positions in Å:
1 C -3.823 -0.335 -1.915  -0.104
2 C -2.723 -1.350 -2.181  -0.236
3 C -1.829 -0.914 -3.314  -0.239
4 O -0.789 -1.840 -3.592  -0.129
5 C 0.492 -1.449 -3.119  -0.166
6 C 0.545 -1.182 -1.631  -0.165
7 C 0.576 -2.214 -0.749  -0.030
8 C 0.572 -1.976 0.653  -0.061
9 C 0.546 -0.728 1.177  -0.004
10 C 0.524 0.370 0.282  -0.333
11 N 0.484 1.667 0.588  -0.217
12 S 0.477 2.484 -0.767  1.005
13 N 0.495 1.272 -1.847  -0.226
14 C 0.530 0.156 -1.129  -0.334
15 H -4.430 -0.701 -1.092  0.069
16 H -4.464 -0.178 -2.777  0.069
17 H -3.401 0.604 -1.576  0.072
18 H -3.123 -2.340 -2.383  0.111
19 H -2.144 -1.441 -1.264  0.100
20 H -1.453 0.094 -3.155  0.109
21 H -2.450 -0.873 -4.212  0.121
22 H 0.881 -0.604 -3.684  0.118
23 H 1.145 -2.296 -3.307  0.120
24 H 0.579 -3.236 -1.092  0.117
25 H 0.597 -2.817 1.329  0.103
26 H 0.551 -0.552 2.240  0.094
27 B 2.857 3.231 4.853  -1.049
28 O 1.477 2.654 4.966  0.211
29 C 1.377 1.606 4.182  -0.417
30 O 0.406 0.904 4.047  0.102
31 C 2.719 1.404 3.468  -0.419
32 O 2.951 0.524 2.680  0.113
33 O 3.550 2.340 3.866  0.211
34 F 3.500 3.185 6.080  0.141
35 F 2.799 4.531 4.373  0.143

* orbital gap: 8.2923 eV
* spin multiplicity: 1
* net charge: -1
* LUMO: 1.849 eV

---

Record 3
DFT (the ωB97M-V functional and the def2-TZVPD basis) results for a single C12H12BN3O4S2 molecule.

Each line ends with the Löwdin charge.
Atoms and positions in Å:
1 O -1.704 -2.547 -1.385  -0.311
2 O 0.528 -2.448 -0.070  -0.333
3 O -3.347 3.042 3.334  0.139
4 O -1.240 3.198 4.566  0.163
5 S 4.102 -0.590 -1.295  0.898
6 B -2.092 2.532 3.698  -0.571
7 C -0.222 -0.744 3.449  -0.054
8 C 0.470 -0.493 -4.622  -0.092
9 C -0.834 0.370 3.948  -0.053
10 C 1.833 -0.187 -4.530  -0.013
11 C -0.205 -0.980 2.091  -0.006
12 C -1.531 0.992 1.740  0.009
13 C -0.261 -0.961 -3.552  -0.083
14 C -1.530 1.193 3.102  -0.117
15 C 2.399 -0.320 -3.272  -0.250
16 C 1.651 -0.762 -2.142  -0.226
17 C -0.892 -0.119 1.215  -0.269
18 C 0.319 -1.101 -2.301  -0.230
19 N 3.761 -0.164 -2.910  -0.285
20 N 2.488 -0.879 -1.005  -0.299
21 N -1.069 -0.344 -0.141  -0.039
22 S -0.530 -1.779 -0.873  0.809
23 H -3.904 2.517 2.732  0.108
24 H -1.697 4.012 4.828  0.111
25 H 0.234 -1.423 4.127  0.103
26 H -0.033 -0.312 -5.575  0.110
27 H -0.787 0.697 4.991  0.122
28 H 2.400 0.224 -5.351  0.112
29 H 0.309 -1.816 1.717  0.068
30 H -1.958 1.746 1.122  0.117
31 H -1.303 -1.264 -3.663  0.116
32 H 4.311 0.639 -3.193  0.085
33 H 2.358 -1.642 -0.376  0.053
34 H -2.022 -0.288 -0.404  0.106

* orbital gap: 7.2562 eV
* structure (SMILES): O=S(=O)(Nc1cccc(B(O)O)c1)c1cccc2c1NSN2
* spin multiplicity: 1
* energy relative to the best compared isomer or geometry (same formula, charge and spin): 0.00 kJ/mol
* LUMO: 0.308 eV

---

Record 4
DFT (the ωB97M-V functional and the def2-TZVPD basis) results for a single C12H12BrNO2S2 molecule.

Each line ends with the Löwdin charge.
Atoms and positions in Å:
1 O -0.860 2.101 -1.866  -0.300
2 S -1.346 2.513 -0.584  0.590
3 O -1.840 3.844 -0.403  -0.280
4 N -0.216 2.246 0.615  -0.133
5 H 0.052 3.131 1.018  0.107
6 C 0.905 1.382 0.288  -0.223
7 H 1.605 1.407 1.127  0.131
8 C 0.415 -0.050 0.063  -0.162
9 C 1.588 -0.973 -0.121  -0.238
10 C 2.146 -1.641 0.961  -0.046
11 C 3.247 -2.462 0.789  -0.087
12 C 3.805 -2.620 -0.467  -0.096
13 C 3.257 -1.956 -1.552  -0.083
14 C 2.155 -1.137 -1.379  -0.038
15 H 1.724 -0.621 -2.224  0.118
16 H 3.688 -2.078 -2.534  0.102
17 H 4.664 -3.261 -0.602  0.100
18 H 3.669 -2.979 1.638  0.101
19 H 1.711 -1.521 1.943  0.112
20 H -0.185 -0.357 0.922  0.125
21 H -0.207 -0.062 -0.832  0.072
22 H 1.420 1.731 -0.615  0.123
23 C -2.635 1.389 -0.119  -0.615
24 C -3.431 1.441 0.983  -0.137
25 C -4.368 0.389 1.029  -0.197
26 C -4.250 -0.430 -0.056  -1.039
27 S -3.002 0.068 -1.150  1.035
28 Br -5.277 -1.948 -0.412  0.729
29 H -5.088 0.243 1.813  0.109
30 H -3.345 2.212 1.725  0.121

* orbital gap: 9.3911 eV
* structure (SMILES): O=S(=O)(NCCc1ccccc1)c1ccc(Br)s1
* spin multiplicity: 1
* energy relative to the best compared isomer or geometry (same formula, charge and spin): 24.56 kJ/mol
* LUMO: 0.252 eV

---

Record 5
DFT (the ωB97M-V functional and the def2-TZVPD basis) results for a molecular structure, C12H12LiNOS.

Each line ends with the Löwdin charge.
Atoms and positions in Å:
1 Li -4.442 6.239 10.947  0.387
2 S -6.253 8.358 7.410  0.854
3 C -7.621 8.394 8.318  -0.601
4 C -7.536 7.668 9.494  -0.282
5 C -6.353 6.865 9.602  -0.193
6 C -5.596 7.035 8.479  -0.526
7 C -4.442 6.314 8.044  -0.417
8 C -3.787 6.563 6.837  -0.109
9 C -2.678 5.745 6.523  -0.217
10 C -2.301 4.770 7.428  -0.196
11 C -3.030 4.587 8.644  -0.206
12 N -3.966 5.482 8.984  -0.042
13 H -8.420 9.068 8.087  0.016
14 H -8.199 7.755 10.355  0.056
15 H -4.317 7.236 6.129  0.059
16 H -2.029 5.901 5.641  0.052
17 H -1.468 4.084 7.261  0.052
18 H -2.869 3.824 9.409  0.074
19 C -7.080 5.167 12.529  -0.111
20 O -5.889 4.969 13.374  -0.308
21 C -4.637 5.193 12.861  -0.363
22 C -3.541 4.775 13.806  -0.252
23 H -7.710 4.348 12.931  0.069
24 H -6.772 5.089 11.465  0.043
25 H -7.471 6.149 12.720  0.052
26 H -3.711 4.908 14.888  0.036
27 H -2.564 5.204 13.462  0.045
28 H -3.477 3.695 13.601  0.028

* orbital gap (alpha / beta): 2.3427 / 3.4244 eV
* spin multiplicity: 1
* net charge: -2
* energy relative to the best compared isomer or geometry (same formula, charge and spin): 49.73 kJ/mol
* LUMO (alpha / beta): 5.163 / 5.139 eV

---

Record 6
DFT (the ωB97M-V functional and the def2-TZVPD basis) results for a single C12H12N2O2S2 molecule.

Each line ends with the Löwdin charge.
Atoms and positions in Å:
1 C 1.876 -0.589 2.139  -0.175
2 N 2.897 0.068 1.187  -0.336
3 O 3.858 -0.643 0.806  0.052
4 O 2.725 1.240 0.810  0.052
5 C 0.541 -0.610 1.524  -0.193
6 C 0.026 0.573 0.983  -0.005
7 C -1.270 0.625 0.491  -0.007
8 C -2.084 -0.507 0.499  -0.230
9 C -3.472 -0.409 0.155  -0.168
10 N -4.600 -0.268 -0.127  0.158
11 C -1.530 -1.719 0.934  -0.009
12 C -0.211 -1.786 1.402  0.007
13 H 2.263 -1.601 2.299  0.133
14 H 0.638 1.468 0.934  0.111
15 H -1.683 1.581 0.163  0.128
16 H -2.148 -2.621 0.963  0.125
17 H 0.258 -2.723 1.701  0.125
18 C 3.527 -0.069 6.770  -0.311
19 C 2.027 0.040 6.534  -0.462
20 S 1.487 -0.882 5.054  0.866
21 C 2.300 -0.028 3.820  -0.901
22 S 4.022 0.043 3.981  0.895
23 C 4.326 0.615 5.667  -0.478
24 H 3.764 0.429 7.719  0.115
25 H 3.827 -1.121 6.862  0.114
26 H 1.475 -0.411 7.366  0.080
27 H 1.703 1.079 6.362  0.089
28 H 1.711 0.619 3.127  0.061
29 H 4.134 1.696 5.618  0.081
30 H 5.397 0.419 5.814  0.083

* orbital gap: 7.7668 eV
* structure (SMILES): N#Cc1ccc([C@H](C2SCCCS2)[N+](=O)[O-])cc1
* spin multiplicity: 1
* energy relative to the best compared isomer or geometry (same formula, charge and spin): 628.61 kJ/mol
* LUMO: -0.856 eV